{"formula": "C33H80BO19", "method": "ωB97M-V/def2-TZVPD", "symbols": ["O", "O", "O", "O", "O", "O", "O", "O", "O", "O", "O", "O", "O", "O", "O", "O", "O", "O", "O", "C", "C", "C", "C", "C", "C", "C", "C", "C", "C", "C", "C", "C", "C", "C", "C", "C", "C", "C", "C", "C", "C", "C", "C", "C", "C", "C", "C", "C", "C", "C", "C", "C", "B", "H", "H", "H", "H", "H", "H", "H", "H", "H", "H", "H", "H", "H", "H", "H", "H", "H", "H", "H", "H", "H", "H", "H", "H", "H", "H", "H", "H", "H", "H", "H", "H", "H", "H", "H", "H", "H", "H", "H", "H", "H", "H", "H", "H", "H", "H", "H", "H", "H", "H", "H", "H", "H", "H", "H", "H", "H", "H", "H", "H", "H", "H", "H", "H", "H", "H", "H", "H", "H", "H", "H", "H", "H", "H", "H", "H", "H", "H", "H", "H"], "positions_angstrom": [[-3.761, -4.587, 0.127], [-1.674, 3.432, 3.140], [1.144, 0.150, -0.792], [1.438, -6.962, -3.785], [3.603, 0.688, -3.151], [-0.895, -1.176, -0.639], [4.182, 0.510, 4.172], [0.728, -1.281, 1.010], [-1.367, -3.384, -0.818], [0.715, -3.536, 1.391], [3.112, 5.057, -4.435], [-0.502, 0.721, 0.761], [-0.007, 3.047, 0.774], [-4.754, -3.561, 3.327], [3.848, 4.299, 0.032], [-2.168, 6.352, -1.992], [-1.647, 7.351, 0.768], [2.127, 2.128, -1.020], [4.105, -5.174, 5.844], [-2.391, -3.711, 3.422], [-3.462, -1.655, 4.327], [3.210, 1.141, 3.384], [4.043, -5.284, 3.558], [-0.696, -2.434, -0.354], [-3.519, -2.776, 3.237], [2.127, -0.986, -3.783], [-5.041, -4.382, -0.400], [1.917, -4.787, 4.940], [-3.867, 3.949, 2.318], [2.464, -5.122, -2.620], [-1.900, 4.095, -1.406], [-4.794, -3.270, -1.437], [-2.914, 5.237, -1.669], [3.543, 0.641, 1.972], [1.918, 4.965, -5.101], [-3.860, 4.908, -2.885], [1.317, 3.659, -4.506], [4.642, -1.020, -4.337], [1.293, 1.403, -0.550], [0.347, -2.539, 0.812], [-5.616, -5.637, -1.027], [0.400, -6.431, -1.732], [3.405, -4.581, 4.756], [-0.396, 6.641, 0.920], [1.187, -5.877, -2.958], [1.184, 6.339, -4.840], [3.369, -0.174, -4.206], [1.784, 0.769, 3.837], [3.672, 5.271, -0.949], [-2.768, 2.903, 2.568], [0.198, 1.830, 0.432], [-3.152, 1.832, 3.555], [0.149, -0.370, 0.056], [-3.092, -4.210, -0.449], [-2.437, -4.493, 2.664], [2.852, 5.939, -0.687], [2.214, -4.231, -2.043], [0.954, 6.671, -3.828], [-1.183, 4.355, -0.628], [4.620, 5.768, -1.156], [-4.684, 4.213, -2.723], [-3.319, 4.594, -3.777], [1.333, -4.401, 4.104], [4.578, -1.620, -5.246], [-4.686, -2.312, -0.930], [-1.455, 3.698, -2.319], [-6.446, -5.434, -1.704], [-5.634, -3.164, -2.123], [2.445, -1.695, -3.019], [0.878, -7.347, -1.384], [3.473, 4.223, -4.126], [3.595, -3.508, 4.761], [-0.534, -6.753, -2.193], [1.727, -5.859, 4.892], [5.088, -4.976, 3.561], [1.628, 7.187, -5.361], [4.042, -6.361, 3.388], [0.513, -5.226, -3.515], [-3.319, -2.017, 5.345], [3.890, -4.614, 6.593], [-2.319, 1.158, 3.756], [-2.543, -4.061, 4.442], [1.519, -0.276, 3.677], [-3.556, 2.253, 4.477], [-4.047, 4.465, 3.261], [1.512, -4.526, 5.918], [3.193, 3.601, -0.044], [-2.427, 2.426, 1.649], [2.797, 0.834, -2.651], [-0.512, 5.557, 0.921], [2.065, 4.834, -6.174], [1.249, -0.370, -3.586], [-4.479, -1.266, 4.369], [0.612, -7.393, -4.016], [4.779, -1.855, -3.650], [3.093, -5.775, -2.015], [-3.511, -2.220, 2.300], [-4.292, 5.880, -3.123], [-0.945, 3.185, 2.567], [-5.626, -4.000, 0.437], [-3.494, 4.835, 1.806], [-4.493, -4.461, 3.535], [-1.997, 7.063, -0.078], [-3.519, 5.516, -0.806], [-1.405, -3.251, 3.489], [1.050, 2.882, -5.223], [-2.479, 3.248, -1.038], [2.911, -4.928, -3.595], [0.191, -5.714, -0.939], [-4.899, -6.097, -1.706], [3.378, 4.735, -1.851], [4.551, 0.739, 1.569], [5.563, -0.438, -4.333], [4.231, -0.391, 3.843], [3.160, 0.271, -5.179], [0.197, 6.248, -5.294], [0.214, 6.826, 1.804], [1.037, 1.394, 3.346], [-3.884, 1.175, 3.085], [3.630, -4.922, 2.616], [-3.870, -3.451, -1.987], [0.433, 3.956, -3.942], [1.814, -1.550, -4.662], [-5.929, -6.399, -0.312], [0.315, 7.008, 0.179], [1.959, 3.107, -3.821], [1.685, 0.928, 4.911], [2.881, 1.162, 1.280], [-1.853, 6.458, -2.892], [-2.723, -0.866, 4.186], [-4.861, 3.615, 2.018], [3.258, 2.224, 3.497], [3.326, -0.418, 1.835]], "e_lumo_ha": [0.141, 0.141], "max_force_ev_per_a": 7.10, "charge": -2, "gap_ev": [3.4, 7.4], "s_squared": 0.7529, "multiplicity": 2}



{"formula": "C33H55Cl2N2O11P3S2", "method": "ωB97M-V/def2-TZVPD", "symbols": ["Cl", "Cl", "S", "S", "P", "P", "P", "O", "O", "O", "O", "O", "O", "O", "O", "O", "O", "O", "N", "N", "C", "C", "C", "C", "C", "C", "C", "C", "C", "C", "C", "C", "C", "C", "C", "C", "C", "C", "C", "C", "C", "C", "C", "C", "C", "C", "C", "C", "C", "C", "C", "C", "C", "H", "H", "H", "H", "H", "H", "H", "H", "H", "H", "H", "H", "H", "H", "H", "H", "H", "H", "H", "H", "H", "H", "H", "H", "H", "H", "H", "H", "H", "H", "H", "H", "H", "H", "H", "H", "H", "H", "H", "H", "H", "H", "H", "H", "H", "H", "H", "H", "H", "H", "H", "H", "H", "H", "H"], "positions_angstrom": [[3.504, 2.620, -1.176], [0.892, 8.784, 0.094], [6.200, 4.625, -0.375], [3.247, 3.065, 5.891], [3.093, 2.211, 4.137], [-6.512, -7.173, -2.738], [-3.280, -1.897, 2.388], [1.630, 2.538, 3.337], [-2.675, -1.304, 0.892], [-4.673, -2.206, 1.541], [-3.599, -0.322, 2.791], [-7.994, -7.087, -3.476], [6.596, 6.743, -2.699], [-6.158, -5.652, -3.457], [3.112, 0.510, 4.441], [-5.657, -7.814, -4.007], [-3.736, -2.521, 3.711], [-6.752, -8.495, -2.002], [3.404, 3.936, 1.312], [8.686, -0.268, 1.642], [3.529, 5.244, 0.637], [4.692, 3.413, 1.815], [4.726, 5.746, -0.210], [-4.654, -5.048, -1.604], [-5.956, -10.206, -4.314], [9.358, 0.676, 2.294], [2.305, 6.224, 0.750], [-9.140, -6.826, -2.684], [5.973, 1.945, 3.685], [4.636, 2.566, 3.132], [1.152, 3.155, 0.250], [-1.097, -3.185, 0.703], [7.351, 2.131, 2.978], [-5.702, -4.606, -2.606], [6.035, 7.683, -1.759], [8.683, 1.432, 3.563], [0.521, 1.879, -0.519], [6.088, 3.599, 1.170], [2.738, 2.902, 0.468], [3.558, 8.086, -0.780], [4.576, 4.607, -3.849], [4.803, 7.131, -0.906], [-1.367, -1.707, 0.497], [4.551, 6.197, -4.102], [-6.614, -2.663, 2.930], [-5.025, -9.084, -3.881], [2.311, 7.624, 0.037], [6.012, 6.869, -4.017], [-2.784, 0.315, 3.761], [7.413, 3.002, 1.698], [-9.144, -5.409, -2.145], [-1.380, 0.559, 3.244], [-5.570, -3.223, 1.977], [-3.253, 1.274, 3.993], [1.309, 3.398, 3.695], [9.273, -0.613, 0.854], [2.609, 0.327, 5.273], [-4.660, -9.234, -2.864], [8.382, 0.579, 4.284], [-1.169, -3.461, 1.761], [-5.022, -4.055, 2.423], [3.557, 4.340, -3.372], [-0.625, -1.107, 1.030], [-6.178, -2.028, 3.704], [1.167, 0.952, -0.308], [-5.048, -5.812, -0.923], [-0.833, -0.387, 3.163], [3.778, 6.676, -3.405], [-0.819, 1.209, 3.918], [5.448, 4.260, -3.176], [4.586, 4.076, -4.874], [-6.956, -10.111, -3.886], [-10.012, -6.969, -3.326], [-5.278, -3.831, -3.251], [1.352, 5.963, 1.320], [5.635, 8.573, -2.386], [6.819, 8.152, -1.053], [-2.764, -0.272, 4.685], [10.391, 0.929, 1.879], [6.001, 7.939, -4.430], [8.423, 3.158, 1.199], [-3.787, -5.477, -2.112], [-9.211, -7.554, -1.869], [-1.401, 1.015, 2.251], [-1.266, -1.468, -0.565], [-7.168, -3.472, 3.414], [6.678, 6.263, -4.744], [4.160, 6.379, -5.174], [0.518, 2.157, -1.640], [-5.545, -11.178, -4.029], [3.566, 9.121, -1.286], [-0.552, 1.743, -0.123], [1.043, 4.052, -0.458], [5.972, 1.321, 4.636], [9.391, 2.168, 4.068], [-4.325, -4.199, -0.999], [-8.927, -4.688, -2.937], [-4.144, -9.077, -4.531], [-8.378, -5.292, -1.371], [-6.072, -3.621, 1.088], [-1.822, -3.793, 0.156], [0.613, 3.435, 1.216], [2.804, 1.913, 1.064], [-10.109, -5.161, -1.697], [-6.083, -10.191, -5.400], [-0.092, -3.439, 0.358], [-7.324, -2.037, 2.384], [-6.556, -4.159, -2.091]], "e_lumo_ha": -0.055, "max_force_ev_per_a": 9.21, "gap_ev": 6.6, "smiles": "[H]/N=C/Cc1cc2c(c(P(O)(O)=S)c1)N([C@H](Cl)CC)c1cc(Cl)cc(COCCC)c1S2.CCOP(=O)(OCC)OCC.CCOP(=O)(OCC)OCC"}



{"formula": "C47H51AsClN4S2Zr", "method": "ωB97M-V/def2-TZVPD", "symbols": ["Zr", "As", "Cl", "S", "S", "N", "N", "N", "N", "C", "C", "C", "C", "C", "C", "C", "C", "C", "C", "C", "C", "C", "C", "C", "C", "C", "C", "C", "C", "C", "C", "C", "C", "C", "C", "C", "C", "C", "C", "C", "C", "C", "C", "C", "C", "C", "C", "C", "C", "C", "C", "C", "C", "C", "C", "C", "H", "H", "H", "H", "H", "H", "H", "H", "H", "H", "H", "H", "H", "H", "H", "H", "H", "H", "H", "H", "H", "H", "H", "H", "H", "H", "H", "H", "H", "H", "H", "H", "H", "H", "H", "H", "H", "H", "H", "H", "H", "H", "H", "H", "H", "H", "H", "H", "H", "H", "H"], "positions_angstrom": [[0.250, -0.420, -1.969], [-0.751, -0.608, 2.431], [2.654, 0.962, -3.222], [-0.547, 0.367, -4.258], [1.340, -1.898, -0.246], [-2.102, 0.761, -1.696], [1.679, 3.559, -0.533], [0.566, 1.561, -0.946], [-1.345, -2.223, -1.903], [-0.460, -5.003, 4.169], [3.643, -0.479, -2.964], [-2.636, 3.790, -4.614], [-1.378, -5.558, -0.185], [5.087, -2.720, -2.443], [-2.268, 1.837, -2.667], [4.982, -0.335, -2.657], [3.848, 4.655, -1.099], [2.972, -1.692, -3.055], [-1.802, 0.965, 4.476], [-3.006, -0.369, -2.053], [-1.631, -4.542, 3.583], [-3.059, 2.952, -2.405], [0.644, 4.262, -2.699], [-1.840, 2.687, -4.874], [-0.927, -3.342, -1.029], [0.616, -4.402, 0.469], [-0.337, 1.140, 4.554], [-2.592, -1.632, -1.332], [-3.236, 3.931, -3.373], [0.257, -3.290, -0.301], [-3.586, -0.157, 3.290], [1.523, -1.740, -3.402], [0.394, 0.399, 3.618], [1.729, 1.990, 5.445], [-0.185, -5.523, 0.524], [-2.439, 1.203, -0.328], [0.572, -2.865, 3.774], [-4.091, 1.342, 5.103], [3.745, -2.820, -2.768], [-1.697, -3.249, 3.089], [1.614, 2.230, -0.509], [-2.740, 1.597, 5.285], [-1.632, 1.708, -3.905], [-1.741, -4.471, -0.957], [-2.233, 0.075, 3.485], [-1.631, -2.775, -3.267], [2.762, 1.459, 0.064], [5.715, -1.481, -2.394], [-0.600, -2.398, 3.195], [1.780, 0.446, 3.602], [0.641, -4.166, 4.259], [2.842, 4.293, -0.017], [0.343, 1.942, 5.465], [2.450, 1.241, 4.523], [0.623, 4.350, -1.179], [-4.517, 0.470, 4.109], [-2.607, -3.261, -3.273], [-0.200, 2.522, 6.200], [1.178, -2.775, -3.363], [3.271, -3.794, -2.807], [-0.408, -6.012, 4.558], [-2.395, -1.438, -0.275], [-1.909, 2.120, -0.081], [-4.819, 1.829, 5.738], [3.309, 3.703, 0.767], [3.705, 1.750, -0.396], [-2.134, 0.452, 0.389], [0.759, 5.379, -0.850], [3.415, 5.329, -1.837], [-0.349, 4.041, -0.785], [-3.928, -0.829, 2.510], [2.611, 0.393, -0.083], [-2.019, -6.428, -0.145], [2.252, 2.609, 6.162], [-0.868, -3.507, -3.510], [-2.618, -2.904, 2.633], [5.435, 0.647, -2.629], [-4.036, -0.114, -1.783], [-0.165, 2.178, -1.288], [-2.664, -4.513, -1.520], [-2.779, 4.541, -5.379], [3.533, 1.272, 4.530], [1.536, -4.360, 1.035], [-5.574, 0.282, 3.972], [-3.513, 1.377, -0.223], [-1.615, -1.981, -4.005], [-3.854, 4.792, -3.155], [2.458, 5.192, 0.467], [4.707, 5.157, -0.655], [5.651, -3.618, -2.230], [1.555, -4.518, 4.720], [0.505, 3.238, -3.049], [0.119, -6.367, 1.129], [-3.396, -2.372, -1.378], [-0.166, 4.860, -3.116], [6.767, -1.408, -2.154], [1.402, -1.379, -4.428], [1.588, 4.630, -3.099], [-1.352, 2.579, -5.834], [2.339, -0.149, 2.887], [-2.972, -0.504, -3.133], [-2.495, -5.190, 3.509], [-2.425, 2.286, 6.059], [1.434, -2.217, 3.869], [4.201, 3.763, -1.620], [-3.557, 3.065, -1.453], [2.824, 1.637, 1.139]], "e_lumo_ha": -0.098, "max_force_ev_per_a": 0.54, "charge": 1, "e_above_lowest_kcal_mol": 14.2, "gap_ev": 7.4}



{"formula": "C5H10O", "method": "ωB97M-V/def2-TZVPD", "symbols": ["O", "C", "C", "C", "C", "C", "H", "H", "H", "H", "H", "H", "H", "H", "H", "H"], "positions_angstrom": [[-0.102, 0.641, -1.154], [-2.145, 0.137, -0.016], [0.794, 0.659, 1.213], [-0.835, -0.419, -0.544], [0.532, -0.064, -0.091], [1.729, -0.763, -0.703], [-0.124, 0.940, 1.738], [2.443, 0.031, -0.952], [-2.096, 0.519, 1.009], [-2.368, 0.992, -0.665], [1.382, 1.564, 1.029], [1.377, 0.010, 1.880], [-0.905, -1.355, -1.112], [-2.974, -0.571, -0.097], [2.233, -1.498, -0.070], [1.429, -1.225, -1.648]], "e_lumo_ha": 0.039, "max_force_ev_per_a": 0.40, "e_above_lowest_kcal_mol": 28.0, "gap_ev": 11.0, "smiles": "C[C@H]1OC1(C)C"}



{"formula": "C6H10", "method": "ωB97M-V/def2-TZVPD", "symbols": ["C", "C", "C", "C", "C", "C", "H", "H", "H", "H", "H", "H", "H", "H", "H", "H"], "positions_angstrom": [[-0.578, 0.735, -0.134], [0.716, 0.514, -0.930], [-0.258, -0.158, 2.312], [0.585, -0.604, -1.960], [-1.502, -1.407, 0.600], [-0.821, -0.340, 0.920], [0.973, 1.452, -1.437], [-0.402, -1.042, 2.940], [-0.746, 0.693, 2.800], [1.542, 0.295, -0.241], [-1.422, 0.781, -0.832], [0.816, 0.053, 2.255], [1.528, -0.760, -2.495], [-0.183, -0.361, -2.704], [-0.550, 1.699, 0.389], [0.302, -1.549, -1.481]], "e_lumo_ha": 0.000, "max_force_ev_per_a": 0.73, "e_above_lowest_kcal_mol": 76.2, "gap_ev": 9.7}



{"formula": "C4H11NOP", "method": "ωB97M-V/def2-TZVPD", "symbols": ["P", "O", "N", "C", "C", "C", "C", "H", "H", "H", "H", "H", "H", "H", "H", "H", "H", "H"], "positions_angstrom": [[-1.439, 1.926, 0.478], [-0.263, -1.140, 1.519], [1.124, 0.727, 0.471], [2.248, -0.007, -0.110], [-0.216, 0.398, -0.142], [-1.288, -1.884, -0.469], [-0.577, -0.904, 0.376], [1.168, 1.688, 0.542], [2.038, -1.144, 0.039], [-1.849, 1.242, 1.568], [3.159, 0.245, 0.516], [-2.519, 1.415, -0.374], [-0.179, 0.317, -1.236], [-2.362, -1.705, -0.529], [-0.849, -1.993, -1.490], [0.814, 0.254, 1.331], [-0.953, -2.794, -0.165], [2.457, 0.248, -1.224]], "e_lumo_ha": -0.152, "max_force_ev_per_a": 3.76, "charge": 1, "e_above_lowest_kcal_mol": 28.4, "gap_ev": 10.5, "smiles": "C[NH2+][C@H](P)C(C)=O"}